(1)
C37H58Br2F12N7O8 | ωB97M-V with the def2-TZVPD basis set

```
! wB97M-V def2-TZVPD RIJCOSX def2/J DEFGRID3
* xyz 1 1
Br 3.798 3.463 -0.925
Br 6.015 -0.442 -1.997
F -3.017 2.964 1.639
F 6.569 2.113 -1.364
F -6.661 1.746 0.652
F -2.142 1.614 -1.463
F 3.282 0.848 -1.466
F 5.191 1.872 -3.033
F -4.983 1.124 1.819
F -5.666 3.153 1.919
F -4.676 1.539 -0.993
F -2.727 0.579 0.425
F -5.116 3.625 -0.601
F -2.748 3.975 -0.288
O 1.258 -2.899 -3.072
O 0.928 4.664 2.865
O -2.786 -7.264 0.922
O 3.141 4.601 2.592
O 2.984 -1.924 2.581
O -1.374 7.011 2.777
O 4.790 1.580 -7.236
O -5.071 -5.589 2.901
N -5.569 -7.660 2.208
N 5.391 3.218 -5.833
N 0.109 2.509 0.851
N 1.349 2.367 1.238
N -1.642 -5.771 -0.344
N 2.598 -3.344 -4.817
N -1.954 5.453 4.280
C 3.408 1.301 1.572
C -2.118 1.668 -0.112
C 4.997 2.769 -7.055
C -2.785 4.828 5.294
C 1.943 -2.147 1.648
C 2.187 4.325 3.238
C 1.968 1.211 1.107
C -0.669 -0.877 -0.625
C -2.173 6.620 3.615
C -3.419 7.399 3.959
C -3.085 2.823 0.292
C 0.718 4.856 1.470
C -0.305 -6.309 -0.580
C -5.499 2.118 1.129
C 5.673 4.576 -5.412
C 2.022 -2.493 -3.943
C 4.286 1.587 -0.880
C -0.007 0.260 0.096
C -1.781 -4.331 -0.578
C 2.199 3.577 4.527
C -4.596 2.509 -0.081
C 4.826 3.792 -8.153
C 5.524 1.429 -1.809
C -7.378 -6.219 3.017
C -2.192 -6.227 0.889
C 4.537 1.104 0.532
C 2.370 -1.029 -4.068
C 1.310 0.095 0.550
C -0.673 -3.410 -0.028
C 2.007 -1.221 0.414
C -5.918 -6.455 2.710
C 3.520 -3.033 -5.898
C -6.423 -8.791 1.904
C -0.625 1.528 0.315
C -1.977 -5.417 2.138
C -1.186 -2.005 0.317
C -0.362 3.924 0.990
H 5.530 5.266 -6.236
H 0.158 -5.794 -1.417
H 1.622 4.101 5.285
H 2.070 -3.160 1.271
H 3.099 -3.341 -6.854
H -2.273 -1.992 0.295
H 4.069 4.530 -7.884
H -2.495 -4.461 2.085
H -1.829 -4.200 -1.660
H 4.825 0.058 0.481
H -6.119 -9.664 2.482
H 0.151 -3.369 -0.738
H -3.438 8.294 3.347
H 1.636 4.803 0.895
H -4.314 6.810 3.755
H 0.306 5.857 1.328
H -1.086 5.004 4.028
H 5.491 2.480 -5.157
H -2.388 -5.963 2.980
H -0.906 -1.749 1.340
H 2.094 -0.627 -5.042
H 2.331 -4.307 -4.681
H 0.018 -1.295 -1.358
H 5.421 1.633 0.889
H 1.694 2.623 4.363
H -7.739 -6.928 3.763
H -4.577 -7.742 2.026
H -1.181 3.970 1.694
H 5.010 4.869 -4.595
H -0.375 -7.372 -0.795
H 4.509 3.273 -9.052
H 3.719 -1.968 -5.937
H 2.655 -1.383 3.304
H -7.986 -6.318 2.117
H -0.632 4.246 -0.008
H -6.355 -9.043 0.845
H 3.219 3.405 4.846
H -7.457 -8.563 2.141
H 3.060 -1.069 0.212
H -3.419 7.688 5.010
H -3.673 5.423 5.473
H 0.968 -2.113 2.135
H 3.439 -0.888 -3.913
H -0.279 -3.865 0.879
H -2.740 -4.020 -0.169
H 6.703 4.664 -5.062
H -0.911 -5.275 2.307
H 3.576 0.604 2.389
H 3.508 2.303 1.987
H -7.486 -5.212 3.407
H -3.096 3.832 4.976
H -2.238 4.734 6.233
H 1.615 -1.784 -0.428
H 5.764 4.309 -8.354
H 1.826 -0.488 -3.298
H 4.464 -3.558 -5.752
H 0.358 -6.202 0.289
H -1.507 -0.530 -1.207
*
```

- LUMO: -4.15 eV
- Molar mass: 1116.70 g mol⁻¹
- Orbital gap: 0.2346 Ha
- HOMO level: -0.3870 Ha
- Electronic energy: -8776.1274 Eh

(2)
C37H58F6N5O7S2Tc | ωB97M-V with the def2-TZVPD basis set

```
! wB97M-V def2-TZVPD RIJCOSX def2/J DEFGRID3
* xyz 1 4
Tc -0.951 1.402 0.568
S -3.581 2.555 -1.433
S -5.360 0.754 -0.607
F -6.717 2.886 0.054
F -2.389 4.227 -2.952
F -7.827 1.477 -1.158
F -4.396 3.734 -3.576
F -7.405 1.019 0.921
F -2.791 2.321 -3.920
O 0.245 2.343 -0.589
O -5.722 -0.581 -0.942
O -1.905 0.111 1.994
O -4.557 0.987 0.588
O -0.406 -0.220 -0.275
O -2.319 1.833 -1.095
O -3.886 3.689 -0.610
N 0.644 1.222 1.978
N -1.463 3.087 1.951
N -4.763 1.585 -1.817
N -2.121 -1.884 3.008
N -3.934 -0.480 2.868
C -0.204 -1.391 0.397
C 1.469 -4.950 3.716
C -2.282 -1.383 -1.795
C 0.538 -1.380 1.576
C -3.263 3.245 -3.104
C -1.634 -2.701 -1.349
C 6.515 0.877 0.108
C 0.320 -3.783 1.784
C 1.313 1.985 -3.385
C -6.940 1.600 -0.189
C 0.079 1.655 3.289
C 1.265 -0.155 2.083
C 2.378 1.875 0.303
C 6.452 2.001 -2.108
C -0.751 -3.224 -2.493
C 2.149 1.753 -4.645
C 1.367 -6.021 1.473
C -0.450 -3.744 0.622
C 0.784 3.421 -3.452
C 1.758 2.173 1.620
C 0.611 -5.119 2.463
C 3.466 1.474 -2.143
C -2.882 2.983 2.407
C -0.708 -5.795 2.862
C -1.290 4.396 1.254
C 4.298 1.328 -1.031
C 5.765 0.950 -1.222
C 1.570 2.007 -0.812
C 3.724 1.544 0.207
C 0.164 0.966 -3.396
C 2.120 1.821 -2.095
C 0.801 -2.569 2.253
C -0.570 3.018 3.152
C -2.654 -0.735 2.574
C -2.787 -3.688 -1.096
C 5.847 -0.424 -1.905
C -0.756 -2.584 -0.085
H 0.881 1.697 4.028
H 3.907 1.310 -3.113
H 2.997 2.439 -4.707
H -2.034 4.480 0.466
H -1.199 -2.139 2.675
H -0.524 1.124 -2.567
H 0.556 -0.053 -3.327
H -2.453 -4.717 -0.963
H 5.357 -0.418 -2.880
H 5.373 -1.194 -1.291
H -0.326 -4.200 -2.249
H 6.015 2.036 -3.108
H -3.004 2.082 3.002
H 1.351 3.181 1.605
H 0.122 3.639 -2.620
H -3.367 -3.394 -0.215
H 2.520 0.727 -4.707
H -2.988 -1.596 -2.600
H 2.202 -0.103 1.533
H 0.753 -6.268 0.604
H -0.298 4.456 0.811
H 6.092 0.119 0.772
H 1.657 -5.930 4.158
H -0.641 0.907 3.604
H 1.393 -2.529 3.161
H -0.509 -6.768 3.318
H 4.308 1.459 1.116
H 1.519 1.926 -5.519
H -1.149 3.227 4.050
H 7.512 1.762 -2.215
H -0.842 -4.679 0.244
H 2.503 2.112 2.417
H -4.525 -1.218 3.210
H 6.512 1.840 0.626
H -1.358 -5.957 2.000
H 0.232 3.571 -4.383
H -1.341 -3.325 -3.407
H -3.551 2.946 1.552
H 0.179 3.801 3.073
H 2.439 -4.503 3.485
H 6.893 -0.703 -2.057
H 0.970 -4.337 4.473
H -0.400 1.051 -4.328
H -1.430 5.212 1.966
H -1.555 -0.664 -2.167
H -2.713 -2.616 3.360
H 1.651 -6.956 1.959
H -2.846 -0.922 -0.980
H -4.375 0.234 2.301
H 0.072 -2.532 -2.691
H 7.556 0.606 -0.078
H 1.509 -0.308 3.134
H 2.275 -5.530 1.118
H -3.122 3.857 3.016
H -1.251 -5.185 3.590
H 1.612 4.134 -3.429
H -3.460 -3.679 -1.954
H 6.369 2.997 -1.666
*
```

- LUMO (spin up / spin down): -3.02 / -4.11 eV
- ΔE to the lowest compared entry with this formula, charge and spin: 41.3 kJ/mol
- Molar mass: 961.02 g mol⁻¹
- Orbital gap (spin up / spin down): 0.2907 / 0.2532 Ha
- <S²>: 3.768
- HOMO level (spin up / spin down): -0.4016 / -0.4042 Ha
- Electronic energy: -3721.4051 Eh

(3)
C37H58N4O2Ti | ωB97M-V with the def2-TZVPD basis set

```
! wB97M-V def2-TZVPD RIJCOSX def2/J DEFGRID3
* xyz 0 1
Ti -0.320 -0.543 0.247
O -0.519 -1.547 -1.378
O 1.639 -0.551 0.262
N 0.148 0.696 2.294
N -2.378 -0.059 -0.020
N -0.296 1.525 -1.040
N 1.550 1.339 3.859
C 0.424 -5.618 -2.821
C 4.318 -0.265 1.754
C 1.681 -1.677 1.063
C 0.296 -4.148 -2.411
C -0.204 0.107 3.493
C 1.900 -5.105 4.732
C 4.466 -1.741 -0.263
C -4.574 -6.191 -3.071
C -4.519 -5.561 -1.672
C 0.593 -3.287 -3.650
C -2.513 1.393 0.030
C 0.650 0.499 4.471
C 2.849 -2.275 1.557
C -1.116 -3.807 -1.930
C 0.247 -3.315 2.059
C -2.790 -2.156 -1.305
C -3.477 -4.444 -1.648
C 1.214 1.417 2.558
C -2.146 -4.739 -1.952
C -2.189 -0.788 1.210
C -1.694 2.012 -1.094
C 0.402 -2.160 1.301
C 1.364 -3.867 -1.346
C 2.031 -6.395 2.590
C 1.277 -5.289 3.341
C 0.213 1.195 -2.378
C -3.149 -0.712 -1.085
C -5.917 -5.049 -1.327
C -0.169 -5.751 3.528
C -4.137 -6.637 -0.647
C 2.633 -3.434 2.295
C -1.455 -2.498 -1.532
C 0.578 2.530 -0.434
C -3.784 -3.127 -1.349
C 1.364 -3.981 2.552
C 5.348 -2.515 1.927
C 4.233 -1.714 1.254
H 3.492 -3.960 2.691
H 0.714 0.246 5.514
H -0.662 -5.920 2.569
H -0.748 -3.709 2.241
H 1.598 -3.506 -4.021
H 2.952 -4.825 4.665
H 0.256 2.090 -3.012
H 1.564 2.090 -0.283
H -0.185 -6.691 4.084
H 3.562 0.346 1.262
H 1.796 1.966 1.840
H -4.218 -0.633 -0.851
H -0.421 0.438 -2.833
H 4.159 -0.225 2.835
H 2.332 -4.226 -1.707
H 1.213 0.772 -2.277
H 3.692 -1.180 -0.784
H 5.366 -3.550 1.581
H 1.597 -6.552 1.600
H -2.967 -0.157 -2.009
H -1.724 3.105 -1.027
H 5.306 0.152 1.538
H 6.314 -2.067 1.684
H 2.349 1.776 4.283
H -1.013 -0.596 3.553
H 5.442 -1.309 -0.501
H -5.951 -4.610 -0.327
H 0.541 -2.227 -3.404
H -2.458 -0.197 2.080
H -3.610 -6.612 -3.360
H 1.835 -6.032 5.306
H -5.312 -6.997 -3.096
H -2.649 -1.770 1.193
H 1.977 -7.337 3.143
H -0.756 -5.020 4.087
H 1.380 -4.320 5.285
H 0.672 3.414 -1.079
H -0.119 -3.498 -4.452
H 1.142 -4.372 -0.404
H 0.171 2.840 0.528
H -4.875 -7.443 -0.646
H 4.450 -2.769 -0.632
H -4.804 -2.827 -1.141
H -3.163 -7.074 -0.872
H -6.627 -5.878 -1.350
H -0.268 -5.890 -3.621
H 5.245 -2.519 3.014
H 3.084 -6.144 2.455
H -2.117 1.747 -2.063
H 1.437 -5.793 -3.188
H -3.564 1.705 -0.023
H -1.906 -5.757 -2.223
H 1.448 -2.801 -1.146
H -4.852 -5.448 -3.820
H -4.088 -6.215 0.359
H 0.259 -6.290 -1.975
H -2.121 1.728 0.994
H -6.260 -4.298 -2.042
*
```

- LUMO: 0.24 eV
- ΔE to the lowest compared entry with this formula, charge and spin: 19.1 kJ/mol
- Molar mass: 638.76 g mol⁻¹
- Orbital gap: 0.2626 Ha
- HOMO level: -0.2539 Ha
- Electronic energy: -2663.7291 Eh

(4)
C37H59BF24IN2O11PSi | ωB97M-V with the def2-TZVPD basis set

```
! wB97M-V def2-TZVPD RIJCOSX def2/J DEFGRID3
* xyz -2 1
I 2.448 1.627 1.422
P -0.240 -0.575 -1.626
Si 0.171 6.283 -3.150
F -4.344 -4.801 -2.450
F -4.802 -11.055 -1.634
F -2.963 2.338 7.178
F -5.681 -9.096 -1.284
F -1.943 1.310 4.793
F 9.589 1.710 0.481
F -3.816 3.111 4.591
F -4.684 0.805 4.151
F -3.766 4.706 6.056
F 10.994 3.370 0.559
F 8.317 1.748 2.773
F -5.732 -6.406 -2.007
F 5.063 1.379 1.455
F 8.929 5.147 -0.016
F 6.925 0.925 0.439
F 8.614 4.044 1.816
F -3.693 -10.135 -4.015
F -3.734 -7.600 -0.381
F 6.877 0.152 3.075
F -4.840 3.094 7.970
F -4.322 -1.288 4.524
F -2.258 -0.057 3.133
F -4.266 -5.576 0.177
F -3.002 -9.047 -2.283
O -4.493 -8.115 -3.682
O 2.820 -3.697 1.125
O 1.654 3.765 -1.060
O -0.610 -0.198 -4.531
O -0.298 1.031 -2.315
O -4.110 0.104 6.212
O -0.112 0.089 -0.001
O -0.461 -2.523 -3.901
O 1.786 2.418 -2.769
O -0.673 5.198 -2.160
O 7.453 3.521 -0.036
N -1.827 1.401 0.621
N 1.567 -0.383 -1.679
C 1.786 -3.828 2.105
C -2.614 -3.135 -0.377
C 9.805 2.965 0.041
C -3.683 -6.314 -0.799
C 3.155 -0.900 -3.461
C 3.630 -2.536 1.332
C 6.411 3.186 0.885
C -1.023 4.098 2.525
C -4.261 2.538 6.862
C -4.943 1.174 6.642
C -4.088 -9.281 -3.039
C -2.420 0.091 4.464
C 6.994 1.465 2.750
C 0.335 2.161 1.336
C -2.181 -0.810 -1.577
C -1.161 4.026 -2.847
C -2.081 -3.675 1.017
C -4.392 3.549 5.722
C -3.897 -0.044 4.836
C 0.110 5.905 -5.010
C -1.502 2.947 -1.747
C -0.595 8.050 -2.945
C 6.372 1.727 1.380
C -5.229 -9.922 -2.247
C -4.412 -6.118 -2.132
C -0.217 2.097 -1.341
C 2.219 -2.832 -1.895
C 1.166 2.808 -1.712
C 0.415 -3.168 1.668
C 8.683 3.908 0.478
C -3.838 -6.891 -3.334
C -2.699 -1.557 -0.296
C 0.058 3.706 1.457
C 2.207 -1.312 -2.258
C 1.956 6.448 -2.474
C -0.423 1.469 0.112
C -0.588 -4.181 1.005
B -0.461 -1.148 -3.480
H -0.836 3.665 3.544
H -2.317 2.290 -2.127
H 0.002 -2.710 2.610
H 2.146 -3.315 3.037
H -0.812 6.310 -5.491
H 9.888 2.940 -1.047
H 1.847 6.290 -1.365
H -2.213 2.326 0.801
H -1.157 8.101 -1.986
H -5.847 1.254 6.036
H 0.973 6.465 -5.474
H -2.715 -4.555 1.309
H 0.652 -2.291 1.002
H -0.119 1.689 2.247
H -0.260 -1.908 -1.037
H 3.230 -3.233 -1.640
H 4.674 -2.808 1.658
H 1.847 -3.390 -2.803
H -3.998 -6.251 -4.203
H -2.172 -2.939 1.850
H -1.888 0.782 1.420
H -0.952 5.214 2.668
H 1.677 -4.917 2.355
H -6.063 -10.173 -2.905
H -1.817 -0.663 4.976
H -2.076 3.897 2.219
H 3.166 -1.765 1.989
H -0.466 3.599 -3.606
H -2.142 4.315 -3.325
H -0.213 -4.502 0.003
H -0.762 -0.661 -5.373
H 6.496 2.049 3.528
H 0.244 8.790 -3.005
H -0.314 4.079 0.467
H -3.556 -3.599 -0.721
H -3.801 -1.307 -0.209
H 2.363 7.487 -2.618
H 6.342 3.905 1.702
H -1.921 3.538 -0.886
H -0.076 -2.562 -4.792
H -2.707 0.151 -1.783
H 0.304 4.830 -5.254
H 3.759 -2.057 0.322
H 2.566 -0.460 -4.296
H -1.258 8.194 -3.842
H 2.636 5.651 -2.850
H -5.441 3.780 5.517
H -5.294 0.856 7.625
H -2.240 -1.230 0.661
H -0.560 -5.106 1.652
H -2.756 -7.010 -3.273
H -2.408 -1.490 -2.454
H 1.007 4.259 1.647
H -1.807 -3.362 -1.127
H 1.529 -3.105 -1.067
H -2.635 -6.007 -0.867
H 5.493 3.330 0.310
H 3.673 -1.813 -3.884
H 3.957 -0.238 -3.062
*
```

- LUMO: 3.23 eV
- Molar mass: 1360.61 g mol⁻¹
- Orbital gap: 0.1546 Ha
- HOMO level: -0.0360 Ha
- Electronic energy: -5732.5817 Eh

> electronic energy of number 3 (C37H58N4O2Ti)?

-2663.7291 Eh